Entry 1:
Formula: C39H43N7O7S3V
Source: the Open Molecules 2025 dataset
Level of theory: wB97M-V/def2-TZVPD

## Properties
* LUMO level (spin up / spin down): 3.660 / 3.657 eV
* charge: -2
* spin multiplicity: 4
* E: -124097.55644 eV
* relative energy (zero: lowest compared OMol25 entry of this formula, charge and spin): 0.0 kcal/mol

Element x y z (Å)
V  -0.615  -0.795  -0.624
C  -3.275  1.054  2.697
N  -3.285  0.422  1.372
C  -3.418  1.409  0.316
C  -2.203  2.310  0.183
N  -1.119  1.809  -0.705
C  0.108  2.571  -0.346
C  -1.457  2.103  -2.096
C  -1.407  3.423  -2.548
C  -1.732  3.765  -3.849
C  -2.132  2.766  -4.728
C  -2.185  1.458  -4.292
C  -1.845  1.094  -2.979
S  -1.977  -0.592  -2.542
C  -4.306  -0.594  1.370
C  -5.516  -0.366  0.716
C  -6.567  -1.274  0.764
C  -6.404  -2.434  1.511
C  -5.208  -2.670  2.164
C  -4.108  -1.787  2.122
S  -2.645  -2.194  2.957
H  -4.238  1.559  2.882
H  -2.477  1.789  2.803
H  -3.108  0.281  3.446
H  -4.286  2.072  0.490
H  -3.593  0.895  -0.633
H  -1.755  2.514  1.154
H  -2.538  3.281  -0.206
H  0.811  2.542  -1.171
H  0.576  2.143  0.532
H  -0.137  3.614  -0.119
H  -1.103  4.202  -1.862
H  -1.671  4.797  -4.170
H  -2.402  3.007  -5.749
H  -2.490  0.669  -4.968
H  -5.657  0.544  0.146
H  -7.489  -1.069  0.232
H  -7.205  -3.163  1.578
H  -5.071  -3.581  2.732
C  -4.173  -3.193  -0.974
O  -3.794  -4.203  -0.037
C  -2.488  -4.559  0.022
C  -2.234  -5.895  0.258
C  -0.939  -6.420  0.296
C  0.119  -5.589  0.030
C  -0.104  -4.221  -0.197
C  1.003  -3.416  -0.617
N  0.958  -2.167  -0.911
N  2.145  -1.666  -1.453
C  1.953  -0.414  -1.734
O  0.854  0.205  -1.510
C  3.029  0.324  -2.448
C  2.716  1.504  -3.115
C  3.703  2.200  -3.799
C  5.006  1.721  -3.822
C  5.320  0.538  -3.162
C  4.335  -0.158  -2.480
C  -1.394  -3.655  -0.115
O  -1.572  -2.372  -0.211
H  -5.259  -3.154  -0.933
H  -3.767  -2.221  -0.714
H  -3.841  -3.471  -1.981
H  -3.096  -6.533  0.410
H  -0.785  -7.473  0.496
H  1.134  -5.969  -0.018
H  1.961  -3.914  -0.761
H  1.692  1.857  -3.098
H  3.452  3.118  -4.316
H  5.777  2.267  -4.353
H  6.335  0.162  -3.178
H  4.559  -1.083  -1.963
C  5.151  3.551  -0.314
C  5.049  2.170  0.314
S  4.502  2.314  2.008
O  3.167  2.845  1.978
O  5.536  3.002  2.750
C  4.480  0.601  2.543
C  3.409  0.267  3.587
N  2.099  0.139  2.984
C  1.792  -0.715  1.947
N  0.635  -0.388  1.408
C  0.126  0.635  2.170
C  1.020  0.999  3.139
N  0.897  1.969  4.098
O  1.778  2.059  5.042
O  -0.130  2.728  4.022
C  2.648  -1.901  1.647
H  5.475  3.456  -1.349
H  5.862  4.173  0.230
H  4.179  4.043  -0.300
H  6.009  1.651  0.326
H  4.310  1.553  -0.198
H  5.481  0.411  2.931
H  4.332  0.007  1.640
H  3.307  1.034  4.358
H  3.697  -0.672  4.066
H  -0.864  1.011  2.030
H  3.405  -2.028  2.420
H  3.142  -1.839  0.676
H  2.029  -2.798  1.654

Entry 2:
Formula: CHFS2
Source: the Open Molecules 2025 dataset
Level of theory: wB97M-V/def2-TZVPD

## Properties
* LUMO level: -0.383 eV
* spin multiplicity: 1
* E: -25437.71443 eV
* relative energy (zero: lowest compared OMol25 entry of this formula, charge and spin): 57.5 kcal/mol

Element x y z (Å)
C  -2.502  -0.783  0.419
F  2.410  0.833  0.403
S  -3.515  0.269  0.055
S  1.129  -0.182  -0.088
H  1.281  -0.908  0.943

Entry 3:
Formula: C7H4LuN2O4
Source: the Open Molecules 2025 dataset
Level of theory: wB97M-V/def2-TZVPD

## Properties
* LUMO level: -15.478 eV
* charge: +3
* spin multiplicity: 1
* E: -52077.14886 eV

Element x y z (Å)
O  2.687  0.196  -2.116
C  1.849  -0.368  -1.576
Lu  0.541  -1.334  -0.465
O  2.582  -4.836  -0.793
C  2.014  -3.908  -0.768
C  -0.837  -0.833  -2.160
O  -1.515  -0.558  -2.973
C  -1.094  -2.215  0.258
O  -1.957  -2.724  0.776
N  0.596  1.841  0.418
C  -0.021  2.767  1.173
C  -1.213  2.203  1.696
C  -1.298  0.849  1.207
N  -0.166  0.565  0.396
H  1.428  1.874  -0.089
H  0.343  3.696  1.317
H  -1.919  2.647  2.318
H  -2.020  0.139  1.382

Entry 4:
Formula: C3H6F2N2
Source: the Open Molecules 2025 dataset
Level of theory: wB97M-V/def2-TZVPD

## Properties
* LUMO level (spin up / spin down): -1.728 / -2.060 eV
* spin multiplicity: 1
* E: -11615.44143 eV
* relative energy (zero: lowest compared OMol25 entry of this formula, charge and spin): 182.0 kcal/mol

Element x y z (Å)
C  -0.630  0.958  1.267
C  0.412  -0.707  -0.220
C  -0.550  0.508  -0.215
N  -1.889  1.504  1.593
N  -1.656  0.330  2.111
F  -2.208  2.675  2.218
F  -0.489  0.617  3.809
H  0.329  0.979  1.792
H  0.250  -1.000  -1.251
H  -0.061  -1.593  0.364
H  1.465  -0.723  -0.003
H  -1.516  0.198  -0.386
H  -0.312  1.187  -1.024